No. 1
C39H51B2N14ReS3 | ωB97M-V with the def2-TZVPD basis set

Total charge: +4
DFT total energy in eV: -98086.8762
Energy relative to the best compared isomer or geometry (same formula, charge and spin) in kJ/mol: 0.0
HOMO-LUMO gap (alpha / beta) in eV: 5.5 / 5.1
Spin multiplicity: 3
Highest occupied orbital energy (alpha / beta) in eV: -17.899 / -17.900

The geometry in XYZ format:
```
110
Properties=species:S:1:pos:R:3:lowdin_charge:R:1
Re -2.114 -0.070 -0.418 1.3305
C -0.953 -2.529 5.121 -0.0106
C -0.255 -1.528 4.234 -0.2048
C 0.582 -0.581 4.758 0.1228
C 1.257 0.336 3.924 -0.1492
N 0.998 0.363 2.635 0.2061
N 0.146 -0.530 2.114 -0.0037
B 0.007 -0.291 0.566 -0.6616
N 0.347 1.140 0.164 -0.0380
N 1.421 1.381 -0.607 0.2086
C 1.830 2.624 -0.691 -0.1600
C 1.195 3.643 0.077 0.1248
C 0.064 3.407 0.816 -0.2254
C -0.626 4.490 1.599 -0.0038
C -0.400 2.084 0.782 -0.5535
S -1.934 1.549 1.419 0.8009
C 2.970 2.965 -1.628 -0.5374
C 2.336 3.709 -2.823 -0.0124
C 3.977 3.886 -0.916 -0.0178
C 3.687 1.707 -2.122 -0.0488
N 0.864 -1.429 -0.091 -0.0039
N 2.171 -1.293 -0.161 0.2320
C 2.887 -2.357 -0.533 -0.1265
C 2.243 -3.563 -0.881 0.1376
C 0.877 -3.723 -0.743 -0.1874
C 0.158 -5.005 -1.046 0.0099
C 0.225 -2.577 -0.307 -0.4601
S -1.493 -2.467 0.128 0.7808
C 4.393 -2.213 -0.601 -0.5320
C 5.060 -3.541 -0.200 -0.0252
C 4.742 -1.879 -2.068 -0.0011
C 4.877 -1.094 0.328 -0.0343
C -0.430 -1.488 2.837 -0.4383
S -1.407 -2.803 2.163 0.8615
C 2.282 1.300 4.484 -0.5380
C 2.883 2.177 3.386 -0.0376
C 1.595 2.182 5.544 -0.0098
C 3.390 0.454 5.141 -0.0100
H -0.278 -2.880 5.900 0.1155
H -1.325 -3.409 4.599 0.0585
H -1.801 -2.053 5.618 0.1209
H 0.727 -0.544 5.832 0.1540
H 1.607 4.646 0.058 0.1522
H 0.025 4.823 2.409 0.1097
H -1.567 4.163 2.035 0.0667
H -0.818 5.360 0.971 0.1114
H 1.788 4.602 -2.506 0.0934
H 1.656 3.058 -3.380 0.0942
H 3.127 4.032 -3.501 0.1092
H 3.588 4.894 -0.758 0.0906
H 4.864 3.989 -1.541 0.1084
H 4.294 3.475 0.046 0.0966
H 2.990 0.985 -2.551 0.0731
H 4.234 1.226 -1.306 0.0668
H 4.405 1.988 -2.891 0.1096
H 2.838 -4.395 -1.238 0.1499
H 0.862 -5.826 -1.162 0.1110
H -0.402 -4.913 -1.982 0.1140
H -0.552 -5.273 -0.261 0.0943
H 4.974 -4.306 -0.975 0.0919
H 4.660 -3.937 0.738 0.1025
H 6.125 -3.365 -0.051 0.1085
H 4.399 -2.663 -2.748 0.0984
H 5.827 -1.809 -2.165 0.1135
H 4.305 -0.927 -2.378 0.0660
H 4.723 -1.367 1.376 0.0926
H 4.368 -0.149 0.134 0.0481
H 5.946 -0.948 0.175 0.1087
H 2.121 2.816 2.928 0.0709
H 3.356 1.581 2.601 0.0825
H 3.642 2.820 3.831 0.1070
H 0.780 2.768 5.108 0.0938
H 2.327 2.876 5.958 0.1097
H 1.193 1.599 6.378 0.0921
H 3.848 -0.235 4.426 0.0943
H 3.021 -0.120 5.994 0.0940
H 4.172 1.118 5.511 0.1094
C -5.668 -1.970 0.833 0.0337
C -4.471 -1.372 1.153 -0.1041
N -3.914 -0.874 0.017 -0.1900
N -4.749 -1.152 -1.027 0.0598
C -5.803 -1.810 -0.550 0.0327
B -4.536 -0.506 -2.461 -0.6301
N -4.234 1.008 -2.208 0.0457
C -4.813 2.099 -2.719 0.0201
C -4.172 3.235 -2.236 0.0256
C -3.177 2.759 -1.415 -0.0863
N -3.201 1.404 -1.404 -0.1420
N -3.210 -1.087 -3.053 0.0591
C -2.853 -1.453 -4.286 0.0305
C -1.461 -1.552 -4.352 0.0247
C -1.017 -1.223 -3.094 -0.0918
N -2.085 -0.951 -2.290 -0.1723
N -5.726 -0.720 -3.293 -0.0344
C -7.005 -0.242 -3.087 -0.0906
C -7.819 -0.863 -3.973 -0.0133
C -6.959 -1.730 -4.697 -0.0894
N -5.711 -1.669 -4.279 0.0807
H -6.370 -2.438 1.506 0.1364
H -4.005 -1.230 2.116 0.1142
H -6.605 -2.124 -1.206 0.1575
H -5.644 2.011 -3.405 0.1491
H -4.409 4.262 -2.462 0.1339
H -2.454 3.308 -0.834 0.1044
H -3.611 -1.631 -5.035 0.1340
H -0.870 -1.823 -5.212 0.1319
H -0.003 -1.160 -2.723 0.1180
H -7.238 0.502 -2.336 0.1356
H -8.883 -0.742 -4.094 0.1218
H -7.224 -2.397 -5.506 0.1267
```


No. 2
C39H51ClNO4P | ωB97M-V with the def2-TZVPD basis set

DFT total energy in eV: -72762.3112
HOMO-LUMO gap in eV: 7.9
Highest occupied orbital energy in eV: -8.821
SMILES: CCCCCCCCCCCCCc1c([PH2]=O)ccc2c1C(=O)c1c(C)c(Cl)cc(Cc3ccccc3C)c1C2=O.CNC(C)=O

The geometry in XYZ format:
```
97
Properties=species:S:1:pos:R:3:lowdin_charge:R:1
C 3.855 -4.457 0.373 -0.1017
C 2.363 -4.775 0.013 -0.2496
C 1.405 -4.235 1.110 -0.2088
C 0.085 -5.051 1.067 -0.2122
C -1.165 -4.178 1.391 -0.2079
C -2.439 -4.901 0.819 -0.2003
C -2.926 -4.153 -0.454 -0.2074
C -4.391 -3.659 -0.338 -0.2087
C -4.645 -2.802 0.934 -0.2030
C -5.129 -1.405 0.510 -0.2183
C -5.181 -0.385 1.673 -0.1758
C -6.348 0.643 1.446 -0.1933
C -5.839 2.098 1.647 -0.1387
C -4.958 2.557 0.503 -0.1381
C -5.489 2.763 -0.777 -0.2534
P -7.262 2.597 -1.211 0.7303
O -7.840 3.965 -1.308 -0.4525
C -4.683 3.136 -1.833 -0.0640
C -3.323 3.322 -1.651 0.0033
C -2.816 3.156 -0.391 -0.0764
C -3.597 2.778 0.692 -0.0329
C -2.881 2.644 2.006 -0.2340
O -3.381 2.908 3.085 0.1057
C -1.426 2.188 1.970 -0.0265
C -0.898 1.408 2.993 -0.1986
C -1.711 0.919 4.172 -0.0446
C 0.443 1.072 2.903 -0.5549
Cl 1.251 0.133 4.143 0.7101
C 1.211 1.458 1.827 -0.0739
C 0.700 2.192 0.791 -0.1430
C 1.502 2.602 -0.435 -0.0640
C 2.673 1.684 -0.787 -0.1783
C 3.869 2.297 -1.141 -0.0435
C 4.975 1.573 -1.513 -0.0867
C 4.939 0.191 -1.525 -0.0770
C 3.760 -0.438 -1.180 -0.0544
C 2.641 0.289 -0.821 -0.2213
C 1.374 -0.503 -0.505 -0.0303
C -0.643 2.578 0.884 -0.0326
C -1.325 3.397 -0.172 -0.2431
O -0.786 4.255 -0.850 0.1153
H 4.428 -5.388 0.404 0.0641
H 3.924 -3.907 1.318 0.0647
H 4.268 -3.791 -0.394 0.0480
H 2.229 -5.861 -0.067 0.0970
H 2.120 -4.338 -0.963 0.0979
H 1.869 -4.372 2.093 0.1083
H 1.177 -3.179 0.924 0.0838
H 0.060 -5.890 1.774 0.1148
H -0.078 -5.444 0.053 0.1038
H -1.271 -4.077 2.482 0.1060
H -1.057 -3.164 0.991 0.0909
H -3.190 -4.905 1.619 0.0967
H -2.205 -5.950 0.605 0.1013
H -2.309 -3.282 -0.709 0.1020
H -2.824 -4.857 -1.293 0.1039
H -5.028 -4.556 -0.364 0.1070
H -4.634 -3.088 -1.245 0.1010
H -3.796 -2.786 1.626 0.1043
H -5.485 -3.281 1.460 0.1136
H -6.140 -1.532 0.094 0.1116
H -4.523 -0.972 -0.301 0.1168
H -4.234 0.155 1.793 0.0966
H -5.438 -0.922 2.597 0.1123
H -6.681 0.497 0.416 0.0497
H -7.172 0.424 2.135 0.1165
H -5.360 2.124 2.626 0.1042
H -6.713 2.768 1.679 0.1206
H -7.992 1.894 -0.235 0.0199
H -7.386 2.011 -2.501 0.0270
H -5.089 3.275 -2.834 0.1155
H -2.691 3.593 -2.492 0.1293
H -2.259 1.732 4.657 0.0805
H -1.114 0.426 4.939 0.0397
H -2.487 0.217 3.829 0.0896
H 2.256 1.150 1.831 0.1279
H 0.849 2.634 -1.314 0.1257
H 1.914 3.602 -0.253 0.1306
H 3.973 3.382 -1.172 0.1163
H 5.913 2.053 -1.818 0.0777
H 5.796 -0.405 -1.831 0.1067
H 3.734 -1.527 -1.201 0.0987
H 1.351 -0.730 0.571 0.0708
H 0.449 0.015 -0.776 0.0859
H 1.430 -1.484 -0.995 0.0733
C 9.454 3.079 -4.866 -0.0757
N 8.658 2.667 -3.725 0.0071
C 8.907 2.879 -2.405 -0.5434
C 10.160 3.636 -2.041 -0.0102
O 8.132 2.463 -1.557 0.0258
H 8.849 3.720 -5.509 0.0834
H 9.749 2.195 -5.433 0.0832
H 10.343 3.619 -4.560 0.0717
H 7.807 2.155 -3.896 0.1378
H 10.218 3.723 -0.960 0.0829
H 11.043 3.101 -2.394 0.0847
H 10.137 4.638 -2.471 0.0849
```


No. 3
C39H51F7N3O23P | ωB97M-V with the def2-TZVPD basis set

DFT total energy in eV: -121133.5223
HOMO-LUMO gap in eV: 6.6
Highest occupied orbital energy in eV: -8.571

The geometry in XYZ format:
```
124
Properties=species:S:1:pos:R:3:lowdin_charge:R:1
C 0.200 -5.054 1.672 -0.0007
C -0.557 -3.805 1.702 -0.1117
C 0.277 -2.444 1.496 -0.1626
C 0.353 -1.924 -0.004 -0.0221
C 1.646 -2.022 -0.912 0.0935
N 1.536 -1.454 -2.226 -0.1543
C 2.839 -1.543 -3.013 -0.1146
C 2.656 -1.831 -4.567 -0.1815
C 3.397 -3.192 -5.089 -0.1789
C 2.877 -3.371 -6.629 -0.2034
C 1.695 -4.442 -6.785 -0.2056
C 0.431 -4.206 -5.824 -0.2184
C -0.560 -5.473 -5.912 -0.2011
C -1.112 -5.924 -4.459 -0.2205
C -0.228 -7.163 -3.879 -0.2446
C 1.079 -6.503 -3.179 -0.1293
N 0.558 -0.840 -2.862 0.0805
C -0.685 -0.702 -2.199 -0.2107
P -2.112 0.135 -3.184 0.7535
N -3.123 0.958 -2.259 -0.2863
C -0.828 -1.232 -0.747 0.0549
C -2.237 -1.063 0.013 -0.5713
O -3.290 -1.714 -0.318 -0.0399
O -2.241 -0.181 1.090 -0.1539
H 1.222 -5.007 2.206 0.0528
H -0.184 -5.965 1.108 0.0609
H -1.688 -3.770 1.911 0.1192
H -0.270 -1.615 2.100 0.1208
H 1.334 -2.495 1.972 0.1104
H 2.610 -2.524 -0.519 0.1528
H 3.488 -2.403 -2.584 0.1357
H 3.454 -0.586 -2.790 0.1183
H 1.589 -1.896 -4.958 0.0875
H 3.185 -0.977 -5.149 0.1243
H 4.538 -3.029 -5.165 0.1144
H 3.111 -4.115 -4.481 0.0979
H 2.450 -2.344 -6.969 0.0804
H 3.767 -3.578 -7.343 0.1178
H 2.062 -5.521 -6.654 0.1085
H 1.298 -4.333 -7.870 0.1259
H -0.185 -3.271 -6.131 0.1167
H 0.708 -4.032 -4.714 0.0854
H 0.021 -6.368 -6.345 0.1024
H -1.466 -5.243 -6.575 0.1102
H -2.184 -6.306 -4.569 0.1000
H -1.129 -5.041 -3.714 0.1053
H 0.038 -7.921 -4.707 0.1054
H -0.880 -7.749 -3.124 0.1041
H 1.856 -6.221 -3.973 0.0586
H 0.717 -5.521 -2.687 0.0645
H 1.524 -7.233 -2.418 0.0713
H -2.756 -0.974 -3.869 0.0200
H -1.467 0.905 -4.212 -0.0082
H -3.093 1.929 -2.638 -0.0247
C 4.159 -2.680 5.139 -0.0574
C 3.385 -3.880 4.702 -0.3155
O 3.317 -3.731 3.296 0.1062
C 4.445 -3.045 2.957 -0.5302
O 4.872 -2.965 1.838 0.1440
O 5.032 -2.467 4.040 0.0651
F 2.126 -3.853 5.198 0.0826
H 3.528 -1.798 5.278 0.1537
H 4.721 -2.857 6.057 0.1423
H 3.860 -4.834 4.948 0.1808
C -3.329 2.216 3.051 -0.0620
C -2.406 3.367 3.283 -0.3206
O -3.149 4.208 4.144 0.1398
C -3.960 3.375 4.852 -0.5274
O -4.536 3.690 5.858 0.1385
O -4.035 2.140 4.284 0.0810
F -2.164 4.037 2.131 0.0785
H -4.036 2.399 2.238 0.1543
H -2.793 1.287 2.847 0.1164
H -1.459 3.097 3.759 0.1760
C 8.141 0.001 4.082 -0.0610
C 9.472 -0.603 4.393 -0.3224
O 9.266 -1.209 5.652 0.1468
C 7.946 -1.543 5.680 -0.5230
O 7.461 -2.308 6.465 0.1643
O 7.242 -0.907 4.702 0.0554
F 10.421 0.353 4.525 0.0814
H 8.014 0.995 4.522 0.1507
H 7.953 0.067 3.009 0.1444
H 9.804 -1.357 3.672 0.1776
C -7.665 4.319 5.460 -0.0589
C -8.265 4.184 4.098 -0.3196
O -9.345 5.096 4.129 0.1421
C -8.971 6.071 5.002 -0.5235
O -9.504 7.142 5.085 0.1546
O -7.911 5.685 5.766 0.0814
F -8.759 2.938 3.904 0.0798
H -8.158 3.686 6.203 0.1537
H -6.596 4.101 5.468 0.1096
H -7.587 4.445 3.279 0.1777
C 1.521 2.031 -7.655 -0.0634
C 0.654 1.700 -6.483 -0.3395
O 0.022 0.500 -6.877 0.1241
C 0.900 -0.113 -7.720 -0.5272
O 0.832 -1.264 -8.039 0.1541
O 1.870 0.745 -8.147 0.0800
F -0.296 2.647 -6.298 0.0736
H 0.987 2.585 -8.432 0.1516
H 2.410 2.596 -7.370 0.1459
H 1.202 1.538 -5.549 0.1687
C -9.441 10.451 6.022 -0.0725
C -7.974 10.167 6.062 -0.3286
O -7.412 11.418 6.407 0.1369
C -8.364 12.051 7.148 -0.5334
O -8.155 13.009 7.835 0.1627
O -9.584 11.456 7.017 0.0730
F -7.514 9.810 4.840 0.0756
H -9.768 10.848 5.057 0.1497
H -10.041 9.573 6.262 0.1335
H -7.682 9.416 6.802 0.1777
C 3.066 1.450 -0.637 -0.0801
C 4.531 1.162 -0.558 -0.3246
O 5.088 2.410 -0.205 0.1422
C 4.117 3.051 0.509 -0.5248
O 4.312 4.009 1.196 0.1821
O 2.899 2.458 0.348 0.0866
F 5.023 0.798 -1.769 0.0621
H 2.765 1.844 -1.613 0.1488
H 2.456 0.574 -0.409 0.1205
H 4.802 0.413 0.192 0.1776
```


No. 4
C39H51FeN7P2S | ωB97M-V with the def2-TZVPD basis set

DFT total energy in eV: -115499.7875
Energy relative to the best compared isomer or geometry (same formula, charge and spin) in kJ/mol: 134.5
HOMO-LUMO gap (alpha / beta) in eV: 6.3 / 6.4
Spin multiplicity: 5
Highest occupied orbital energy (alpha / beta) in eV: -6.471 / -6.610

The geometry in XYZ format:
```
101
Properties=species:S:1:pos:R:3:lowdin_charge:R:1
Fe 0.504 0.482 0.319 0.3749
C -2.999 -1.356 1.100 -0.1351
C -3.412 0.096 1.349 -0.5144
C -4.670 0.388 0.534 -0.1095
P -1.934 1.239 1.002 1.1184
C -2.429 2.763 2.016 -0.5012
C -1.974 4.088 1.378 -0.1136
C -3.878 2.921 2.479 -0.1230
C -2.233 1.679 -0.735 -0.3033
C -3.054 2.702 -1.199 -0.0987
C -3.091 3.026 -2.543 -0.0879
C -2.303 2.311 -3.435 -0.0734
C -1.536 1.248 -3.001 -0.0494
C -1.492 0.893 -1.641 -0.3194
N -0.743 -0.192 -1.151 -0.0881
C -0.742 -1.358 -1.891 -0.3272
C -1.756 -1.663 -2.830 -0.0364
C -1.703 -2.797 -3.614 -0.0840
C -0.657 -3.702 -3.485 -0.1059
C 0.290 -3.489 -2.500 -0.1066
C 0.258 -2.354 -1.693 -0.3361
P 1.378 -2.047 -0.293 1.0970
C 0.862 -3.455 0.926 -0.4989
C -0.592 -3.873 0.696 -0.1110
C 1.720 -4.710 1.092 -0.1162
C 3.116 -2.596 -0.799 -0.5274
C 3.347 -3.945 -1.489 -0.1274
C 3.844 -1.563 -1.667 -0.1407
H -3.864 -2.019 1.181 0.0845
H -2.587 -1.461 0.096 0.0543
H -2.258 -1.695 1.827 0.0481
H -3.627 0.213 2.416 0.0882
H -4.470 0.250 -0.529 0.0792
H -5.461 -0.311 0.824 0.0798
H -5.047 1.396 0.682 0.0515
H -1.829 2.610 2.917 0.0766
H -1.234 3.942 0.602 0.0533
H -2.822 4.607 0.931 0.0699
H -1.541 4.747 2.131 0.0799
H -4.551 3.115 1.644 0.0588
H -4.252 2.061 3.035 0.0635
H -3.928 3.790 3.140 0.0828
H -3.680 3.245 -0.505 0.0894
H -3.713 3.840 -2.893 0.0982
H -2.291 2.578 -4.485 0.1044
H -0.940 0.696 -3.713 0.1104
H -2.588 -0.983 -2.945 0.1073
H -2.489 -2.978 -4.337 0.1025
H -0.595 -4.570 -4.128 0.0949
H 1.058 -4.233 -2.343 0.0824
H 0.922 -2.962 1.903 0.0519
H -0.658 -4.544 -0.160 0.0804
H -0.985 -4.401 1.570 0.0855
H -1.236 -3.023 0.483 0.0337
H 1.579 -5.404 0.264 0.0683
H 2.781 -4.487 1.201 0.0711
H 1.393 -5.226 1.999 0.0806
H 3.601 -2.612 0.185 0.0853
H 3.116 -3.867 -2.552 0.0723
H 4.407 -4.194 -1.400 0.0859
H 2.781 -4.771 -1.074 0.0360
H 3.482 -1.610 -2.693 0.0662
H 3.728 -0.543 -1.319 0.0146
H 4.912 -1.794 -1.680 0.0850
C 0.574 -1.859 5.060 0.0048
C 1.685 -1.286 4.265 -0.3452
N 2.909 -1.173 4.642 0.1256
N 3.544 -0.566 3.593 0.0358
C 2.734 -0.284 2.554 -0.7270
S 3.088 0.446 1.119 0.7873
N 1.518 -0.773 2.990 -0.0737
N 0.320 -0.584 2.312 0.0366
H 0.970 -2.262 5.987 0.0888
H 0.071 -2.656 4.509 0.0811
H -0.162 -1.087 5.293 0.0867
H 4.518 -0.332 3.654 0.1505
H -0.310 0.003 2.853 0.0748
H -0.139 -1.474 2.139 0.0619
C 2.178 1.537 -5.189 -0.0861
C 1.996 0.411 -4.401 -0.0754
C 1.690 0.538 -3.059 -0.0575
C 1.571 1.787 -2.462 -0.2381
C 1.777 2.925 -3.263 -0.0178
C 2.066 2.794 -4.605 -0.0843
N 1.266 1.875 -1.090 -0.0016
N 1.426 3.050 -0.639 0.0964
C 1.301 3.205 0.710 -0.3532
C 1.680 4.454 1.233 -0.0283
C 1.673 4.660 2.591 -0.1002
C 1.279 3.621 3.430 -0.0852
C 0.883 2.397 2.901 -0.1694
C 0.867 2.133 1.530 -0.2766
H 2.410 1.439 -6.241 0.0998
H 2.097 -0.574 -4.842 0.1081
H 1.540 -0.334 -2.450 0.0596
H 1.699 3.896 -2.801 0.1008
H 2.207 3.683 -5.208 0.1013
H 1.991 5.224 0.535 0.1100
H 1.973 5.615 3.003 0.0977
H 1.281 3.764 4.505 0.0993
H 0.594 1.649 3.642 0.0802
```


The records above give, respectively, strongest force on any atom values of 0.70; 2.55; 6.36; 1.90 eV/A.
The records above give, respectively, molar mass values of 1019.97; 664.27; 1093.80; 767.75 g/mol.